One molecule with the formula C24H36N4O5S. Source: OMol25; level of theory: ωB97M-V/def2-TZVPD.

Atoms and positions in Å:
C 1.33243 3.22225 -0.32695
C 0.30110 2.93898 0.76029
C -0.63343 1.78876 0.37044
C -2.03065 1.85085 1.00678
N -3.01791 2.36979 0.07544
C -2.77912 3.75817 -0.25835
C -4.39505 2.16468 0.49981
C -5.31167 2.00074 -0.72080
C -5.45455 0.53863 -1.14629
N -4.17983 -0.12811 -1.22841
C -3.94576 -1.26775 -0.56733
O -4.79382 -1.87688 0.07269
C -2.54340 -1.78687 -0.64649
C -2.32655 -2.99685 -0.06827
N -1.13115 -3.61555 0.02182
C -1.08439 -4.93426 0.62715
C -0.84593 -4.85509 2.13305
C 0.00253 -2.93736 -0.36002
C 1.29149 -3.44780 -0.12699
C 2.40435 -2.71833 -0.47180
C 2.26209 -1.46897 -1.06129
S 3.74965 -0.54489 -1.41664
O 4.59647 -1.32186 -2.27226
O 3.38399 0.78047 -1.83078
N 4.43972 -0.56378 0.11870
C 3.91598 0.45084 1.01291
C 4.64080 1.78669 0.81838
O 6.03766 1.62667 0.94606
C 6.53076 0.71357 -0.00993
C 5.88668 -0.66267 0.16908
C 1.01816 -0.96386 -1.33729
C -0.12953 -1.68335 -0.99171
C -1.44658 -1.08103 -1.27673
O -1.55735 -0.07762 -1.97234
H 2.03836 3.98103 0.00397
H 1.88974 2.32734 -0.59302
H 0.83954 3.58559 -1.22609
H 0.81065 2.69223 1.69574
H -0.27642 3.84688 0.94053
H -0.77018 1.77157 -0.71081
H -0.15775 0.84473 0.64700
H -2.34618 0.83780 1.27218
H -1.99229 2.44461 1.93943
H -3.56768 4.11682 -0.91685
H -2.75953 4.40482 0.63528
H -1.83294 3.85174 -0.78406
H -4.74738 3.00250 1.12494
H -4.45251 1.25830 1.10642
H -4.89705 2.57090 -1.55208
H -6.30605 2.39217 -0.50176
H -6.05158 -0.01871 -0.41830
H -5.96096 0.48896 -2.11812
H -3.39603 0.35492 -1.65845
H -3.17978 -3.51460 0.35104
H -0.30887 -5.52767 0.13933
H -2.04376 -5.42021 0.43638
H -0.82518 -5.85525 2.55674
H 0.09714 -4.36166 2.35402
H -1.64654 -4.29357 2.60832
H 1.42667 -4.40805 0.34203
H 3.39796 -3.09232 -0.28624
H 2.85111 0.56120 0.80658
H 4.05396 0.09465 2.03935
H 4.34381 2.50377 1.58520
H 4.39619 2.18208 -0.17648
H 7.61004 0.66421 0.14304
H 6.31553 1.07750 -1.02596
H 6.19167 -1.33713 -0.63006
H 6.16026 -1.08391 1.14205
H 0.90882 -0.00148 -1.81323

Cartesian forces (eV/Å) of the 6 atoms listed first:
-0.08 0.02 0.31
0.06 -0.12 -0.19
-0.05 0.31 0.26
0.14 -0.24 -0.13
-0.04 -0.02 0.07
-0.01 -0.10 -0.01

## Properties
SMILES   CCCCN(C)CCCNC(=O)c1cn(CC)c2ccc(S(=O)(=O)N3CCOCC3)cc2c1=O
ΔE to the lowest compared entry with this formula, charge and spin   22.2 kJ/mol
HOMO level   -0.304 hartree
Orbital gap   8.21 eV
Molecular weight   492.64 u
Charge   0

The molecule's Mulliken atomic charges, reported in e, are given here: C -1.3168; C -0.3796; C -0.2990; C -1.3996; N 0.5663; C -1.2081; C -1.0047; C -0.7459; C -1.0973; N -0.0623; C 0.1372; O -0.7820; C -0.6547; C 0.2789; N 0.1908; C -1.0673; C -1.0423; C 1.3035; C -0.8664; C -1.4188; C -0.6552; S 1.4358; O -0.8124; O -0.6793; N 0.0332; C -0.3522; C -0.4910; O -0.4467; C -0.4812; C -0.7646; C -0.0019; C 0.0004; C 1.3480; O -0.8504; H 0.4452; H 0.1541; H 0.3965; H 0.3588; H 0.3795; H 0.3707; H 0.2777; H 0.4536; H 0.4148; H 0.4210; H 0.3699; H 0.1650; H 0.5770; H 0.5138; H 0.4089; H 0.2987; H 0.5128; H 0.3257; H 0.2903; H 0.5288; H 0.4488; H 0.4582; H 0.3902; H 0.3423; H 0.3266; H 0.2959; H 0.4895; H -0.0222; H 0.4009; H 0.3722; H 0.3649; H 0.3783; H 0.3063; H 0.4633; H 0.3577; H 0.5501